Record 1
{
  "formula": "C6H10N",
  "method": "ωB97M-V/def2-TZVPD",
  "symbols": ["C", "C", "C", "C", "C", "N", "C", "H", "H", "H", "H", "H", "H", "H", "H", "H", "H"],
  "positions_angstrom": [[-2.631337, 0.348687, 0.443509], [-1.216003, 0.469388, 0.133789], [-0.212968, 0.582184, -0.726407], [0.817389, -0.101280, -1.512767], [1.786153, -0.596767, -0.387773], [1.095403, -0.516439, 0.931361], [0.098576, 0.804392, 0.696507], [-2.769431, -0.142083, 1.405615], [-3.152987, -0.204431, -0.334509], [-3.078174, 1.342137, 0.520316], [0.391416, -0.918673, -2.095509], [1.342944, 0.565339, -2.193476], [2.127365, -1.612061, -0.581610], [2.647397, 0.069073, -0.342432], [0.518304, -1.342182, 1.105420], [1.752384, -0.394538, 1.702829], [0.483569, 1.647254, 1.235137]],
  "forces_ev_per_a": [[-0.5, -0.4, 0.1], [1.4, 0.9, -0.7], [-0.7, -0.1, 1.7], [0.1, -0.1, -0.4], [0.3, -0.2, -0.6], [-0.7, 0.8, 0.1], [-0.2, -1.1, -0.7], [-0.1, 0.0, 0.0], [-0.1, 0.0, 0.0], [0.1, 0.0, 0.0], [0.1, 0.0, 0.0], [0.1, -0.1, 0.0], [0.0, 0.0, 0.1], [-0.1, -0.1, 0.1], [0.1, 0.1, 0.1], [-0.1, -0.1, -0.1], [0.2, 0.3, 0.1]],
  "smiles": "CC1=C2CC[NH2+][C@H]12",
  "total_charge": 1,
  "e_tot_ev": -7864.93321,
  "lumo_ha": -0.1210
}


Record 2
{
  "formula": "C24H30FeN4O3Se3Te",
  "method": "ωB97M-V/def2-TZVPD",
  "symbols": ["Fe", "C", "C", "C", "C", "C", "N", "C", "C", "C", "N", "C", "C", "C", "C", "C", "C", "C", "C", "N", "C", "C", "C", "N", "C", "C", "C", "C", "O", "C", "O", "H", "H", "H", "H", "H", "H", "H", "H", "H", "H", "H", "H", "H", "H", "H", "H", "H", "H", "H", "H", "H", "H", "H", "H", "H", "H", "H", "H", "Se", "Se", "Te", "Se", "O", "H", "H"],
  "positions_angstrom": [[0.744927, -0.807256, -1.111945], [5.087508, 4.498067, 0.069512], [3.903108, 3.560703, 0.091776], [3.102510, 3.421205, 1.168488], [2.037969, 2.474789, 1.188745], [1.182272, 2.393705, 2.293611], [0.129571, 1.644850, 2.380952], [-0.588851, 1.378303, 3.655087], [-1.584638, 0.225236, 3.516806], [-2.998488, 0.631900, 3.078524], [-3.062796, 1.440244, 1.844769], [-2.671915, 0.931482, 0.647646], [-2.931634, -0.350220, 0.153279], [-3.941326, -1.244642, 0.589143], [-4.083082, -2.506476, 0.049847], [-5.174013, -3.437701, 0.531013], [-3.161890, -2.920903, -0.930313], [-2.128312, -2.113121, -1.362683], [-1.125991, -2.613977, -2.347866], [0.058071, -2.182198, -2.413277], [0.923191, -2.616882, -3.514732], [1.385934, -1.413019, -4.376942], [0.904932, -0.037300, -3.916429], [1.373777, 0.322205, -2.570945], [2.210940, 1.256775, -2.444247], [2.604549, 1.853971, -1.125397], [3.570617, 2.778138, -1.074898], [1.851537, 1.567257, 0.095663], [1.080065, 0.604517, 0.227815], [-2.010586, -0.780839, -0.883770], [-1.091843, -0.004016, -1.265589], [5.046128, 5.202585, 0.900741], [5.129967, 5.071321, -0.860130], [6.026466, 3.943851, 0.152471], [3.263183, 4.046704, 2.046132], [1.375565, 3.049811, 3.145701], [0.050937, 0.953797, 1.626072], [-1.109287, 2.283405, 3.977696], [0.154759, 1.139801, 4.408903], [-1.671240, -0.277151, 4.481457], [-1.172176, -0.511849, 2.818487], [-3.476745, 1.214260, 3.866416], [-3.579519, -0.273424, 2.945481], [-2.725510, 2.382190, 1.978224], [-2.075464, 1.585107, 0.020897], [-4.662818, -0.914858, 1.331241], [-5.972834, -2.885990, 1.027658], [-4.785783, -4.170660, 1.242258], [-5.613730, -3.994340, -0.299056], [-3.240329, -3.927151, -1.337744], [-1.447344, -3.397913, -3.040594], [0.412407, -3.359452, -4.133060], [1.795943, -3.084011, -3.073047], [1.016366, -1.541650, -5.395449], [2.476086, -1.403490, -4.416331], [-0.182855, -0.028185, -3.869708], [1.223339, 0.720547, -4.634977], [2.625783, 1.738074, -3.335756], [4.145133, 2.952390, -1.984880], [3.022208, -3.468162, 0.508570], [3.617271, -2.626130, 2.636333], [1.878137, -1.031884, 3.334537], [2.997220, -1.590763, -0.858753], [0.137018, -1.948178, 0.521824], [0.514284, -1.631433, 1.374749], [-0.788649, -2.171988, 0.649983]],
  "forces_ev_per_a": [[-0.2, -0.2, 0.2], [-0.1, -0.1, -0.1], [0.3, -0.2, -1.0], [-0.4, 0.0, 0.5], [0.0, 0.1, 0.0], [0.9, 0.9, 0.2], [-1.4, -0.9, 0.5], [0.1, 0.2, -0.5], [0.0, 0.3, -0.5], [-0.2, -0.1, 0.3], [1.1, -0.6, -0.9], [-0.7, -0.1, 0.9], [0.4, 0.2, -0.1], [-0.4, -0.7, 0.0], [-0.5, 0.7, 0.8], [0.1, 0.0, -0.1], [0.9, 0.3, -0.4], [-0.1, -1.3, -0.5], [-0.8, -0.2, 0.2], [0.7, 0.4, -0.1], [-0.1, 0.1, 0.1], [0.0, 0.0, 0.2], [0.2, -0.1, 0.3], [-0.4, -0.7, -0.4], [0.6, 1.0, 1.0], [-1.4, -1.4, -0.4], [1.4, 1.4, 0.3], [1.0, 0.8, -0.4], [-1.1, -0.7, -0.5], [0.3, 1.2, 0.2], [-0.5, 0.0, 0.0], [0.0, 0.0, 0.0], [0.0, 0.0, 0.1], [0.0, 0.0, 0.0], [0.0, -0.1, -0.1], [0.0, -0.1, -0.1], [0.2, 0.0, 0.2], [0.0, 0.1, 0.0], [0.1, -0.1, 0.1], [0.0, 0.0, -0.1], [0.0, 0.0, 0.2], [-0.1, 0.0, 0.0], [-0.1, 0.0, 0.0], [0.0, 0.1, 0.1], [-0.1, 0.0, -0.1], [0.0, 0.0, -0.1], [0.0, 0.0, 0.0], [0.0, 0.0, 0.0], [0.0, 0.0, 0.0], [0.0, 0.1, 0.0], [-0.1, 0.1, 0.0], [-0.1, 0.0, 0.0], [0.1, 0.0, 0.2], [0.0, 0.0, 0.0], [0.0, 0.0, 0.0], [-0.1, 0.1, 0.0], [0.0, 0.0, -0.1], [0.0, 0.1, 0.1], [0.0, 0.1, 0.1], [0.0, 0.2, 0.2], [0.6, -0.7, -0.4], [-0.6, 0.4, 0.3], [0.4, -0.2, -0.3], [-0.2, 0.1, -0.7], [0.3, -0.1, 0.4], [0.0, -0.1, 0.3]],
  "total_charge": 0,
  "e_tot_ev": -275197.63182,
  "lumo_ha": [-0.0664, -0.0664]
}


Record 3
{
  "formula": "C39H35AsN6O2PdS",
  "method": "ωB97M-V/def2-TZVPD",
  "symbols": ["Pd", "N", "C", "S", "N", "N", "C", "C", "C", "C", "C", "C", "C", "O", "H", "H", "H", "H", "H", "H", "H", "C", "C", "C", "C", "C", "N", "C", "O", "N", "C", "C", "C", "C", "N", "C", "C", "C", "H", "H", "H", "H", "H", "H", "H", "H", "H", "H", "H", "H", "H", "C", "C", "C", "C", "C", "C", "As", "C", "C", "C", "C", "C", "C", "C", "C", "C", "C", "C", "C", "H", "H", "H", "H", "H", "H", "H", "H", "H", "H", "H", "H", "H", "H", "H"],
  "positions_angstrom": [[0.996346, 1.230496, 0.801565], [3.481812, 3.405615, 3.585059], [2.774935, 2.949831, 2.498831], [2.565174, 1.220096, 2.402584], [2.330415, 3.784110, 1.639660], [1.574826, 3.130292, 0.622913], [1.475339, 3.885489, -0.416505], [0.744321, 3.658814, -1.618977], [0.709525, 4.691528, -2.579939], [-0.027817, 4.572518, -3.727357], [-0.768598, 3.389339, -3.921109], [-0.755388, 2.374533, -3.001897], [0.028235, 2.469182, -1.819291], [0.049886, 1.476420, -1.002384], [4.045501, 2.739023, 4.082381], [3.858993, 4.334841, 3.495883], [1.980692, 4.842915, -0.316496], [1.280104, 5.593067, -2.387479], [-0.050304, 5.367557, -4.457989], [-1.368007, 3.278321, -4.817115], [-1.324897, 1.464935, -3.149033], [-1.644600, -0.801953, -3.700031], [-0.711812, -1.846396, -3.148501], [0.570346, -2.011432, -3.655630], [1.464679, -2.920431, -3.105672], [1.092339, -3.662857, -1.995348], [1.977425, -4.533680, -1.316599], [3.346535, -4.577723, -1.247313], [3.923258, -5.584914, -0.884454], [4.062527, -3.475853, -1.668518], [3.756385, -2.103828, -1.626290], [4.390238, -1.243206, -2.507847], [4.026401, 0.090288, -2.512259], [3.036475, 0.515678, -1.640663], [2.464716, -0.298424, -0.755625], [2.836477, -1.570492, -0.735706], [-0.212537, -3.563940, -1.520272], [-1.098600, -2.667990, -2.091969], [-1.217029, -0.312692, -4.574775], [-1.841838, -0.029294, -2.952392], [-2.601499, -1.237207, -3.989515], [0.886554, -1.409336, -4.498530], [2.453252, -3.030425, -3.526398], [1.573609, -5.348546, -0.875999], [5.031120, -3.721054, -1.819340], [5.134686, -1.621602, -3.197862], [4.485766, 0.790319, -3.196234], [2.695367, 1.543014, -1.642338], [2.374737, -2.206875, 0.007065], [-0.522494, -4.172385, -0.678538], [-2.101568, -2.584733, -1.686987], [-5.202934, -2.840381, 2.094360], [-5.381506, -1.833785, 1.151710], [-4.311714, -1.035491, 0.776932], [-3.053263, -1.219329, 1.348005], [-2.879949, -2.231625, 2.282908], [-3.951890, -3.039499, 2.654638], [-1.629088, -0.028840, 0.703971], [-2.343754, 1.565751, 1.618924], [-3.110421, 1.487280, 2.780601], [-3.541493, 2.641323, 3.418965], [-3.207301, 3.889162, 2.907355], [-2.454372, 3.975634, 1.746558], [-2.025819, 2.819878, 1.105822], [-0.253728, -0.575912, 2.016298], [0.463793, -1.731281, 1.696509], [1.238636, -2.368039, 2.652278], [1.289092, -1.856150, 3.945620], [0.583768, -0.707699, 4.274265], [-0.177567, -0.061472, 3.311654], [-6.036351, -3.465192, 2.386349], [-6.355342, -1.671524, 0.709025], [-4.469206, -0.255914, 0.038173], [-1.911862, -2.396298, 2.741157], [-3.804573, -3.820926, 3.389172], [-3.377580, 0.521916, 3.193240], [-4.140007, 2.564010, 4.317665], [-3.534351, 4.788195, 3.412650], [-2.192384, 4.941809, 1.335851], [-1.447644, 2.897689, 0.190738], [0.392033, -2.135677, 0.694211], [1.792604, -3.263094, 2.395803], [1.888443, -2.353767, 4.696935], [0.642700, -0.297949, 5.273118], [-0.728980, 0.836247, 3.569775]],
  "forces_ev_per_a": [[1.0, 0.7, -0.6], [-0.1, 0.1, -0.2], [0.4, -0.4, 0.5], [0.0, -0.1, 0.5], [-0.5, -0.3, -0.4], [0.7, 0.9, 0.3], [-0.2, 0.2, 0.1], [0.2, 0.3, 0.1], [0.0, 0.0, 0.0], [0.0, -0.2, 0.1], [0.0, 0.1, -0.1], [0.0, 0.0, 0.1], [-0.2, -0.1, -0.3], [-0.4, -0.6, 0.0], [0.0, 0.0, 0.0], [0.0, 0.0, 0.0], [0.0, 0.0, 0.0], [0.0, 0.0, 0.0], [0.0, 0.0, 0.0], [0.0, 0.0, 0.0], [0.2, 0.6, 0.0], [-0.1, -0.2, 0.0], [0.0, 0.1, 0.0], [0.0, 0.0, 0.0], [-0.1, 0.0, -0.1], [0.0, -0.2, 0.0], [-0.2, -0.1, 0.2], [-0.2, 0.0, -0.3], [0.0, -0.1, 0.1], [0.4, 0.1, 0.0], [0.2, -0.2, 0.0], [0.0, 0.1, 0.0], [0.0, 0.0, 0.0], [0.0, 0.0, 0.0], [0.1, -0.1, 0.0], [0.0, 0.1, 0.1], [0.0, 0.1, 0.0], [-0.1, 0.0, 0.0], [0.0, 0.0, 0.0], [-0.1, -0.5, 0.0], [0.0, 0.0, 0.0], [0.0, 0.0, 0.0], [-0.1, 0.0, -0.1], [0.0, 0.1, -0.1], [-0.1, 0.1, 0.1], [0.0, 0.0, 0.0], [0.0, 0.0, 0.0], [0.0, 0.0, 0.0], [0.0, 0.0, 0.0], [0.0, 0.0, 0.0], [0.0, 0.0, 0.0], [0.0, 0.0, 0.0], [0.0, 0.0, 0.0], [-0.1, -0.1, 0.0], [0.1, -0.1, 0.0], [-0.1, -0.1, 0.0], [0.1, 0.0, 0.0], [-0.9, -0.2, 0.0], [0.2, -0.1, 0.0], [0.0, 0.0, 0.0], [0.0, 0.0, 0.0], [0.0, -0.1, 0.0], [0.0, 0.0, 0.0], [0.0, 0.0, -0.1], [-0.4, 0.1, -0.2], [0.1, 0.1, -0.1], [0.1, 0.0, 0.2], [0.0, -0.1, -0.1], [-0.1, 0.1, -0.1], [-0.1, -0.1, 0.2], [0.0, 0.0, 0.0], [0.0, 0.0, 0.0], [0.0, 0.0, 0.0], [0.0, 0.0, 0.0], [0.0, 0.0, 0.0], [0.0, 0.0, 0.0], [0.0, 0.0, 0.0], [0.0, 0.0, 0.0], [0.0, 0.0, 0.0], [-0.1, 0.0, 0.1], [-0.1, 0.0, -0.1], [0.0, 0.0, 0.0], [0.0, 0.0, 0.0], [0.0, 0.0, 0.0], [0.1, -0.1, 0.0]],
  "total_charge": 0,
  "e_tot_ev": -129200.68178,
  "lumo_ha": -0.0161
}